A cluster of 2 separate species, CH4NOPS in total. Source: the OMol25 dataset; level of theory: ωB97M-V with the def2-TZVPD basis set.

## Properties
- E_LUMO (spin up / spin down): -1.32 / -1.32 eV
- Molecular weight: 109.09 u
- HOMO-LUMO gap (spin up / spin down): 7.5 / 7.5 eV
- E_HOMO (spin up / spin down): -8.77 / -8.77 eV
- Relative energy (zero: lowest compared OMol25 entry of this formula, charge and spin): 59.0 kcal/mol

Bonds (Å) are listed after each position.
Cartesian coordinates (Å):
1 C 1.77006 0.97310 -0.01250  P4 1.733, H6 1.066, H7 1.072
2 N -3.16790 0.13461 -0.82735  S5 1.542, H8 1.022
3 O 1.97478 -2.09899 -0.17571  P4 1.503
4 P 1.54943 -0.72452 0.25979  C1 1.733, O3 1.503, H9 1.402
5 S -4.08574 -0.09268 0.39029  N2 1.542
6 H 1.14646 1.57357 0.61034  C1 1.066
7 H 2.30595 1.37585 -0.84917  C1 1.072
8 H -2.26428 -0.34320 -0.81902  N2 1.022
9 H 0.77125 -0.79775 1.42334  P4 1.402